Record 1
Molecular formula: C36H40OP2Pt
Method: DFT, ωB97M-V with the def2-TZVPD basis set

Cartesian coordinates (Å):
Pt 1.0925 0.3849 0.2399
C 2.5462 0.9440 -1.0448
C 1.5985 0.6529 -2.2000
C 1.8717 -0.6312 -2.9238
C 1.9637 -1.8751 -2.0118
C 1.6771 -1.7182 -0.5286
C 2.5241 -1.2028 0.4868
C 3.9298 -0.6871 0.2653
C 3.8969 0.2734 -0.9151
C -1.6073 -0.1692 1.8819
H 2.6878 1.9647 -0.6955
H 1.5580 1.5137 -2.8633
H 2.7085 -0.6653 -3.6399
H 1.0296 -0.7589 -3.5996
H 1.2773 -2.6203 -2.4646
H 2.9637 -2.3381 -2.1016
H 1.2346 -2.6557 -0.1585
H 2.2588 -1.3238 1.5401
H 4.5792 -1.5862 0.1528
H 4.2095 -0.1954 1.2242
H 4.7136 1.0006 -0.7556
H 4.1133 -0.2419 -1.8398
H -1.2194 0.7076 2.4043
H -2.0378 -0.6922 2.7141
H -2.4209 0.2814 1.3183
P -0.2550 0.7407 -1.5436
P -0.8431 -1.6167 1.2310
C -1.0502 -0.8206 -1.5755
C -1.0314 -1.7527 -0.5830
C -1.2040 1.6348 -2.7729
C -1.1469 1.2807 -4.1304
C -2.0689 1.8878 -4.9744
C -2.9892 2.8212 -4.4417
C -3.0168 3.1433 -3.0633
C -2.0676 2.5906 -2.2392
C 0.4468 2.9206 -0.5373
C 0.9888 3.1461 0.7024
C 1.9737 4.1532 0.7996
C 2.2920 4.8915 -0.3368
C 1.6304 4.6964 -1.5477
C 0.6534 3.6861 -1.6577
C -2.1846 -2.8416 1.5767
C -3.3827 -2.6059 0.8610
C -4.4461 -3.5185 0.9356
C -4.3201 -4.6158 1.8372
C -3.1512 -4.8050 2.6122
C -2.0737 -3.9046 2.4775
C 0.3490 -2.0700 2.5725
C 0.6250 -1.1128 3.5630
C 1.6392 -1.2337 4.5312
C 2.3895 -2.4107 4.6077
C 2.0747 -3.4408 3.7280
C 1.1460 -3.2466 2.6865
H -1.6113 -0.9187 -2.5041
H -1.4697 -2.7145 -0.9048
H -0.4303 0.5821 -4.5494
H -2.1114 1.6424 -6.0489
H -3.7107 3.3290 -5.1154
H -3.7644 3.8093 -2.6338
H -1.9446 2.8176 -1.1695
H 0.7492 2.4881 1.5460
H 2.5055 4.2842 1.7507
H 3.0976 5.6269 -0.2471
H 1.9132 5.2880 -2.4195
H 0.1358 3.5820 -2.6022
H -3.4685 -1.7457 0.1824
H -5.3463 -3.4082 0.2882
H -5.1634 -5.3323 1.9228
H -3.0716 -5.6594 3.3029
H -1.1745 -4.0332 3.0583
H 0.0749 -0.1790 3.5306
H 1.8377 -0.4167 5.2343
H 3.1938 -2.5054 5.3516
H 2.5468 -4.4095 3.8891
H 0.9689 -4.0596 1.9858
C -2.3841 3.2144 1.2715
O -1.8625 2.2893 0.4100
H -2.0521 4.2736 1.1410
H -2.0961 2.8903 2.2883
H -3.4881 3.3062 1.2373

## Properties
E_HOMO (spin up / spin down), eV: -11.709 / -14.156
<S²>: 6.0221
Energy, Eh: -2272.0528
Kohn-Sham gap (spin up / spin down), hartree: 0.209 / 0.214
Total charge: +2
Spin multiplicity: 5

---

Record 2
Molecular formula: C42H33HgNO2P2S2
Method: DFT, ωB97M-V with the def2-TZVPD basis set

Cartesian coordinates (Å):
Hg -0.4823 -1.4308 -1.9877
O -0.5773 2.5041 -0.1673
S 0.2066 1.3015 0.2728
C -1.6365 1.3407 2.3462
C -1.7463 1.7294 3.6958
C -2.9131 2.2563 4.2058
C -4.0289 2.4143 3.3872
C -3.9535 2.0007 2.0695
C -2.7885 1.4542 1.5342
P -2.8063 0.7043 -0.1427
C -4.2723 -0.4028 -0.0025
C -5.6063 -0.0237 -0.1563
C -6.6260 -0.9493 0.0001
C -6.3308 -2.2713 0.3148
C -5.0101 -2.6657 0.4618
C -3.9932 -1.7347 0.2933
C -3.4874 2.0341 -1.2000
C -3.3532 3.3846 -0.8896
C -3.8095 4.3585 -1.7668
C -4.4019 4.0005 -2.9692
C -4.5292 2.6566 -3.2946
C -4.0713 1.6846 -2.4187
C 1.8181 1.9810 0.7363
C 1.8588 3.2577 1.2712
C 3.0809 3.8210 1.5952
C 4.2540 3.1077 1.3714
C 4.2029 1.8379 0.8187
C 2.9792 1.2570 0.4859
P 2.8242 -0.4285 -0.2342
C 3.2522 -0.1362 -1.9921
C 3.5599 1.1074 -2.5348
C 3.8101 1.2414 -3.8951
C 3.7650 0.1338 -4.7273
C 3.4532 -1.1121 -4.1977
C 3.1861 -1.2403 -2.8448
C 4.3665 -1.1845 0.4125
C 4.3507 -1.5021 1.7745
C 5.4374 -2.1234 2.3668
C 6.5527 -2.4537 1.6052
C 6.5732 -2.1509 0.2527
C 5.4874 -1.5170 -0.3412
H -0.8732 1.6101 4.3242
H -2.9547 2.5543 5.2471
H -4.9492 2.8314 3.7768
H -4.8318 2.0855 1.4403
H -5.8511 1.0001 -0.4135
H -7.6566 -0.6378 -0.1233
H -7.1315 -2.9908 0.4370
H -4.7455 -3.6878 0.6964
H -2.9662 -2.0666 0.3942
H -2.8690 3.6686 0.0347
H -3.6938 5.4045 -1.5098
H -4.7572 4.7627 -3.6519
H -4.9824 2.3644 -4.2341
H -4.1728 0.6371 -2.6817
H 0.9270 3.7893 1.4205
H 3.1228 4.8143 2.0250
H 5.2118 3.5446 1.6261
H 5.1212 1.2883 0.6487
H 3.5950 1.9804 -1.8952
H 4.0361 2.2186 -4.3035
H 3.9572 0.2411 -5.7875
H 3.3960 -1.9795 -4.8433
H 2.9058 -2.2075 -2.4403
H 3.4782 -1.2441 2.3684
H 5.4117 -2.3560 3.4240
H 7.4003 -2.9459 2.0657
H 7.4395 -2.4033 -0.3467
H 5.5177 -1.2772 -1.3972
S 0.7126 -0.1048 2.8288
C -0.3510 0.8246 1.8951
O -2.3861 -4.6079 0.7318
N -1.1415 -4.3850 0.5146
C -0.4820 -3.4056 1.1845
C 0.8593 -3.1757 0.9716
C 1.5654 -3.9468 0.0618
C 0.8758 -4.9285 -0.6307
C -0.4675 -5.1273 -0.3974
H -1.0847 -2.8393 1.8797
H 1.3119 -2.3589 1.5198
H 2.6190 -3.7702 -0.1097
H 1.3665 -5.5511 -1.3666
H -1.0783 -5.8645 -0.8938

## Properties
E_HOMO (spin up / spin down), eV: -3.009 / -4.626
<S²>: 0.7621
Energy, Eh: -3458.0130
Kohn-Sham gap (spin up / spin down), hartree: 0.202 / 0.261
Energy above the lowest of the compared OMol25 structures with the same formula, charge and spin, kJ/mol: 0.0
Total charge: -1
Spin multiplicity: 2

---

Record 3
Molecular formula: C31H32MoN7S
Method: DFT, ωB97M-V with the def2-TZVPD basis set

Cartesian coordinates (Å):
Mo 0.2265 -0.3052 0.4696
N -1.5045 4.4856 3.4242
C -1.0987 3.0181 3.2621
C 0.3937 2.8983 2.9532
C 0.7819 2.9733 1.4608
N 1.3718 1.6997 0.9484
C -0.3840 3.3724 0.5671
C -1.6372 2.5271 0.7640
N -1.4719 1.1972 0.0995
C -1.9998 2.3142 2.2512
H -0.9485 4.9402 4.1555
H -2.4880 4.5724 3.6984
H -1.3778 5.0299 2.5681
H -1.2867 2.5964 4.2490
H 0.7079 1.9414 3.3679
H 0.9487 3.6517 3.5166
H 1.5536 3.7376 1.3537
H 2.1825 1.4587 1.5181
H 1.7867 1.9172 0.0422
H -0.0817 3.3506 -0.4837
H -0.6259 4.4238 0.7441
H -2.4658 3.0317 0.2646
H -1.4466 1.3584 -0.9106
H -2.3312 0.6611 0.2381
H -1.9246 1.2512 2.4921
H -3.0437 2.5834 2.4275
S 3.3197 -1.0634 -2.7054
C 2.6372 0.4763 -3.0000
C 1.7678 0.8619 -2.0212
C 1.6304 -0.1438 -1.0108
C 2.4462 -1.2301 -1.2563
C 2.4203 -2.3458 -0.3209
C 3.2129 -3.4757 -0.3757
C 3.0256 -4.4688 0.5751
C 2.0466 -4.2961 1.5428
C 1.2990 -3.1336 1.5407
N 1.4805 -2.1627 0.6379
H 2.9125 1.0209 -3.8904
H 1.2363 1.8050 -2.0589
H 3.9597 -3.5733 -1.1522
H 3.6318 -5.3644 0.5590
H 1.8615 -5.0481 2.2959
H 0.5327 -2.9738 2.2871
N -6.9989 -3.8213 6.8709
C -6.1799 -3.4853 6.1408
C -5.1539 -3.0447 5.2366
C -4.7158 -1.7217 5.2966
C -3.7206 -1.2908 4.4411
C -3.1756 -2.1631 3.4968
C -3.6220 -3.4847 3.4410
C -4.5995 -3.9283 4.3144
C -2.1181 -1.6907 2.5758
C -0.9473 -1.1483 3.1808
C -0.5657 -1.3157 4.5208
C 0.7506 -0.8750 4.6465
C 1.1379 -0.4445 3.3888
N 0.1266 -0.5706 2.4932
C -2.3160 -1.8686 1.2070
C -3.4648 -2.4065 0.5600
C -3.1944 -2.4941 -0.7867
C -1.8989 -1.9882 -0.9626
N -1.3595 -1.6066 0.2039
H -5.1580 -1.0472 6.0165
H -3.3758 -0.2655 4.4937
H -3.1831 -4.1757 2.7330
H -4.9338 -4.9562 4.2851
H -1.1706 -1.7581 5.2952
H 1.3619 -0.8969 5.5336
H 2.1116 -0.0879 3.0849
H -4.3784 -2.6969 1.0520
H -3.8365 -2.8780 -1.5618
H -1.3469 -1.8945 -1.8890

## Properties
E_HOMO (spin up / spin down), eV: -16.140 / -16.133
<S²>: 2.0265
Energy, Eh: -2049.2801
Kohn-Sham gap (spin up / spin down), hartree: 0.237 / 0.243
Energy above the lowest of the compared OMol25 structures with the same formula, charge and spin, kJ/mol: 0.0
Total charge: +3
Spin multiplicity: 3

---

Record 4
Molecular formula: C45H94N6O8S
Method: DFT, ωB97M-V with the def2-TZVPD basis set

Cartesian coordinates (Å):
C -1.2085 -1.3841 -3.1059
C -0.1759 -1.6475 -1.9951
C 1.0935 -2.3095 -2.5321
C 0.8621 -3.7136 -3.0796
C 0.6103 -4.7317 -1.9278
C 1.7923 -5.7065 -1.7485
C 1.3890 -7.1160 -1.2700
C 2.1368 -8.1999 -2.0330
C 1.6023 -8.3988 -3.4695
C 0.9028 -9.7547 -3.7082
C -0.6305 -9.6522 -3.8176
C -1.1286 -9.6929 -5.2875
C -2.0312 -8.5185 -5.6242
C -2.2787 -8.2445 -7.1269
C -1.1276 -8.5611 -8.0922
C -0.0488 -7.5045 -8.0910
C 0.3557 -6.9291 -9.3327
C 1.3062 -5.9555 -9.4284
C 1.9237 -5.4810 -8.2412
N 2.8493 -4.5273 -8.0934
S 3.1693 -4.4134 -6.5358
N 2.1729 -5.5455 -5.9466
C 1.5426 -6.0541 -7.0099
C 0.5581 -7.0807 -6.9427
H -0.7660 -1.4885 -4.0908
H -2.0564 -2.0536 -3.0043
H -1.6016 -0.3758 -3.0247
H 0.1199 -0.6755 -1.6044
H -0.5978 -2.2111 -1.1683
H 1.5058 -1.6489 -3.2939
H 1.8203 -2.3580 -1.7189
H -0.0120 -3.7165 -3.7239
H 1.7544 -3.9941 -3.6277
H 0.5546 -4.1412 -1.0179
H -0.3228 -5.2601 -2.0882
H 2.3098 -5.8298 -2.6956
H 2.4756 -5.2607 -1.0340
H 1.6624 -7.2085 -0.2187
H 0.3117 -7.2593 -1.3263
H 3.1826 -7.9009 -2.0872
H 2.0968 -9.1493 -1.5065
H 2.4257 -8.3186 -4.1738
H 0.9117 -7.5872 -3.6889
H 1.1396 -10.4405 -2.8998
H 1.3334 -10.1911 -4.6065
H -1.0409 -10.5212 -3.3129
H -0.9802 -8.7365 -3.3522
H -1.6929 -10.6075 -5.4556
H -0.2488 -9.7476 -5.9213
H -1.6836 -7.6023 -5.1539
H -3.0040 -8.7102 -5.1747
H -2.4743 -7.1793 -7.2198
H -3.1801 -8.7629 -7.4449
H -0.7089 -9.5524 -7.9477
H -1.5609 -8.5628 -9.0907
H -0.1001 -7.2741 -10.2479
H 1.5901 -5.5479 -10.3858
H 0.3455 -7.4785 -5.9668
C 0.3152 -0.7369 1.4887
O -0.7952 -1.6081 1.6217
C -0.4632 -2.9041 2.1011
C -1.0385 -3.1313 3.4822
N -0.3593 -2.3084 4.4753
C -0.9941 -2.2998 5.7903
C -2.3906 -1.6968 5.9069
O -2.4389 -0.3019 5.6814
C -2.5786 0.0963 4.3254
H -0.0305 0.1707 0.9996
H 0.7367 -0.4655 2.4628
H 1.0956 -1.1865 0.8685
H 0.6198 -3.0598 2.0994
H -0.9081 -3.6298 1.4121
H -0.9168 -4.1846 3.7522
H -2.1145 -2.9163 3.4295
H -0.3133 -1.3569 4.1347
H -0.3379 -1.7380 6.4598
H -1.0234 -3.3271 6.1676
H -2.7195 -1.8424 6.9399
H -3.1220 -2.2135 5.2736
H -3.1580 -0.6252 3.7445
H -1.6033 0.2496 3.8545
H -3.1026 1.0500 4.3081
C -9.3683 3.0352 1.5265
O -8.8331 4.1825 2.1575
C -9.2386 4.3456 3.5119
C -8.0640 4.1773 4.4509
N -7.6096 2.7927 4.4837
C -6.3506 2.5858 5.1950
C -5.0913 3.2314 4.6263
O -4.6767 2.6956 3.3821
C -5.2753 3.2751 2.2367
H -9.0897 3.0807 0.4751
H -8.9656 2.1103 1.9534
H -10.4598 3.0175 1.5979
H -10.0446 3.6523 3.7673
H -9.6256 5.3636 3.6141
H -8.3682 4.4742 5.4588
H -7.2750 4.8654 4.1182
H -7.5006 2.4622 3.5340
H -6.1771 1.5076 5.2342
H -6.4774 2.9211 6.2290
H -4.2781 3.0191 5.3263
H -5.1693 4.3233 4.5655
H -5.5109 4.3311 2.3892
H -6.1798 2.7374 1.9397
H -4.5625 3.1932 1.4156
C 4.4212 5.6758 1.4887
O 4.9758 5.0183 0.3633
C 6.1904 4.3279 0.6306
C 6.0001 2.8325 0.4985
N 5.1650 2.3125 1.5742
C 4.7523 0.9225 1.4030
C 3.8479 0.5838 0.2225
O 2.5491 1.1412 0.3088
C 2.4141 2.4573 -0.1981
H 3.5733 6.2661 1.1463
H 4.0644 4.9599 2.2371
H 5.1501 6.3498 1.9481
H 6.5803 4.5855 1.6193
H 6.9211 4.6552 -0.1150
H 6.9774 2.3427 0.5402
H 5.5672 2.6421 -0.4931
H 4.3360 2.8870 1.6509
H 4.2252 0.6300 2.3148
H 5.6497 0.2986 1.3450
H 3.7055 -0.5010 0.2273
H 4.3063 0.8303 -0.7425
H 3.0979 2.6469 -1.0287
H 2.5688 3.2074 0.5822
H 1.3906 2.5678 -0.5590
C 1.8273 9.1905 0.9482
O 2.8966 8.8993 1.8297
C 4.1188 9.5437 1.4835
C 4.4939 10.5751 2.5254
N 3.5880 11.7162 2.4878
C 3.7470 12.6518 3.5982
C 3.4360 12.1537 5.0062
O 2.0709 11.8543 5.2272
C 1.6671 10.5436 4.8762
H 0.9885 8.5564 1.2310
H 1.5120 10.2364 1.0230
H 2.0982 8.9701 -0.0885
H 4.0666 9.9915 0.4877
H 4.8940 8.7719 1.4625
H 5.5122 10.9243 2.3311
H 4.4870 10.0735 3.5028
H 2.6350 11.3772 2.4874
H 3.0895 13.5013 3.3979
H 4.7715 13.0367 3.5826
H 3.6761 12.9673 5.6959
H 4.0662 11.3049 5.2979
H 2.4721 9.8177 5.0153
H 1.3067 10.4954 3.8448
H 0.8367 10.2688 5.5272

## Properties
E_HOMO, eV: -8.445
Energy, Eh: -3099.4216
Kohn-Sham gap, hartree: 0.294